The following is a DFT calculation (ωB97M-V/def2-TZVPD) of a cluster of 6 separate species, C27H68BN7O3 in total in a non-equilibrium geometry.

```
106
Properties=species:S:1:pos:R:3
B -0.4191 0.4150 0.6925
H -1.3100 -0.0361 0.2838
H -0.5693 0.8591 1.6644
H 0.3833 -0.3063 0.6787
H -0.1712 1.2325 0.0334
C -2.3511 -2.6607 -0.3759
C -1.6854 -2.1393 -1.6010
N -0.2476 -2.3680 -1.5808
C 0.4731 -3.5456 -1.7379
C 1.8353 -3.2901 -1.9016
N 1.9861 -1.9062 -1.7835
C 0.6982 -1.4059 -1.6421
C 3.1616 -1.1888 -2.0514
H -1.9777 -2.1564 0.5154
H -2.2554 -3.7364 -0.2282
H -3.4088 -2.4206 -0.4841
H -1.8542 -1.0626 -1.6222
H -2.0914 -2.4466 -2.5647
H -0.0551 -4.4693 -1.9227
H 2.7307 -3.8589 -2.1043
H 0.4965 -0.3539 -1.5041
H 3.1416 -1.0376 -3.1307
H 4.0386 -1.7172 -1.6776
H 3.2027 -0.1755 -1.6518
C -1.1347 2.0748 -3.0210
C -1.0369 1.9752 -4.5992
N -0.6700 0.5780 -4.8695
C -1.5920 -0.4937 -4.8619
C -0.8587 -1.6537 -5.0970
N 0.4918 -1.3250 -5.2380
C 0.5935 0.0543 -5.2607
C 1.5827 -2.1523 -5.7509
H -0.1060 1.8852 -2.7145
H -1.5395 1.2101 -2.4952
H -1.5288 3.0039 -2.6091
H -0.2560 2.6769 -4.8921
H -1.9393 2.2684 -5.1357
H -2.6258 -0.2412 -4.6778
H -1.2634 -2.6474 -5.2204
H 1.4885 0.6002 -5.5201
H 2.3964 -1.5579 -6.1664
H 1.1380 -2.7680 -6.5327
H 2.0106 -2.7918 -4.9788
C 1.6116 -5.2290 3.4755
N 1.9107 -3.9176 2.6763
C 3.2502 -3.9889 1.8970
C 0.8064 -3.7319 1.6189
C 1.9225 -2.7541 3.6334
C 1.6491 -1.3690 2.9279
O 0.2030 -1.2610 2.7603
H 2.4318 -5.2389 4.1933
H 1.7363 -6.0696 2.7930
H 0.6696 -5.1909 4.0226
H 3.8733 -4.5195 2.6170
H 3.5788 -2.9745 1.6713
H 3.1625 -4.5973 0.9968
H 0.9871 -2.9473 0.8842
H -0.0875 -3.6510 2.2374
H 0.7713 -4.6901 1.1006
H 2.9218 -2.7345 4.0683
H 1.2088 -2.9923 4.4221
H 2.2160 -1.3405 1.9974
H 2.0601 -0.6745 3.6606
H 0.0670 -0.5436 2.1369
C -4.4474 2.0608 3.0902
N -4.1044 1.5563 1.6641
C -3.5809 0.0520 1.8053
C -5.3818 1.4696 0.7606
C -2.9297 2.4077 1.0514
C -3.2672 3.7832 0.4800
O -3.6877 4.6646 1.5583
H -5.0117 2.9930 3.0646
H -3.5392 1.9525 3.6831
H -5.1190 1.3103 3.5071
H -3.5876 -0.5322 0.8851
H -4.2514 -0.4851 2.4762
H -2.5652 -0.0857 2.1759
H -5.0605 1.1626 -0.2347
H -5.7487 2.4922 0.6731
H -6.0877 0.7922 1.2414
H -2.7004 1.8639 0.1351
H -2.0758 2.5069 1.7215
H -3.9868 3.7021 -0.3347
H -2.3422 4.2312 0.1171
H -4.6459 4.7177 1.5323
C 3.5631 4.1729 0.9430
N 2.4360 3.1540 0.7509
C 1.1594 3.9686 0.4099
C 2.7202 2.2414 -0.4220
C 2.3073 2.2902 2.0317
C 2.0997 2.9190 3.4415
O 0.9128 3.6674 3.4196
H 3.2882 4.8992 1.7078
H 3.8635 4.5299 -0.0421
H 4.4288 3.6604 1.3626
H 1.4622 4.3541 -0.5636
H 0.9037 4.6535 1.2183
H 0.2579 3.3815 0.2346
H 1.9616 1.4601 -0.4677
H 3.7308 1.8626 -0.2693
H 2.6447 2.9184 -1.2730
H 3.1979 1.6619 2.0487
H 1.5029 1.6225 1.7232
H 2.9903 3.4007 3.8450
H 2.0596 2.0444 4.0908
H 0.7784 4.0164 4.3038
```

## Properties
* relative energy (zero: lowest compared OMol25 entry of this formula, charge and spin): 67.5 kcal per mole
* DFT total energy: -46309.2629 eV
* HOMO energy: -0.69873 Ha
* net charge: +4
* LUMO level: -9.47 eV
* frontier orbital gap: 9.544 eV

The following is a DFT calculation (ωB97M-V/def2-TZVPD) of a cluster of 10 separate species, C27H71N3O10 in total in a non-equilibrium geometry.

```
111
Properties=species:S:1:pos:R:3
C -4.1907 -2.0490 3.8449
C -4.0352 -3.1171 2.7766
C -4.9814 -4.2144 3.1672
C -4.5720 -2.3985 1.5171
C -4.2307 -2.9669 0.1454
C -2.7555 -3.3998 0.1743
C -2.2982 -4.2356 1.3785
C -2.8457 -5.7170 1.3927
C -0.7913 -4.3301 1.3353
N -2.6610 -3.4841 2.6338
O -2.1637 -4.2416 3.7138
H -3.9906 -2.5344 4.8663
H -3.4544 -1.3173 3.6963
H -5.2140 -1.5849 3.8287
H -5.2702 -4.9210 2.3842
H -4.4998 -4.8540 4.0407
H -5.9502 -3.7855 3.6215
H -5.6466 -2.1632 1.5990
H -4.0796 -1.4181 1.5309
H -4.8359 -3.8047 -0.1916
H -4.3744 -2.1507 -0.6036
H -2.1469 -2.4629 0.2102
H -2.4170 -3.8502 -0.7936
H -2.4999 -6.1765 2.3638
H -2.2627 -6.2292 0.5936
H -3.9261 -5.7779 1.2988
H -0.4663 -3.2689 1.4377
H -0.3280 -4.6692 0.4038
H -0.3387 -4.8404 2.1959
H -1.2275 -4.2239 3.6300
C 0.2949 5.3807 -2.5442
C -1.1274 4.9610 -2.2363
C -1.7138 5.9329 -1.2206
C -1.9074 4.9599 -3.5367
C -1.7712 3.7652 -4.4875
C -1.9592 2.5179 -3.6604
C -0.9343 2.3891 -2.5038
C -1.2477 1.1927 -1.6644
C 0.5403 2.3968 -2.9778
N -1.2417 3.6035 -1.6287
O -0.3400 3.6712 -0.5095
H 1.0251 5.1509 -1.7071
H 0.5730 4.9775 -3.5195
H 0.2193 6.4556 -2.6757
H -2.5827 5.4256 -0.7936
H -1.0164 6.2370 -0.5264
H -2.1101 6.8437 -1.7486
H -2.9679 4.9747 -3.2260
H -1.8589 5.9243 -4.0491
H -2.5737 3.8209 -5.2493
H -0.8789 3.7977 -5.0709
H -1.8831 1.5829 -4.2960
H -2.9915 2.5174 -3.3166
H -0.7331 1.1734 -0.6932
H -1.1348 0.1995 -2.1108
H -2.3036 1.3467 -1.3009
H 0.8606 1.3725 -3.2286
H 1.2409 2.7244 -2.2031
H 0.6702 2.9494 -3.8946
H -0.7646 3.1989 0.1829
C 5.7287 -0.3580 0.3338
C 5.2063 -0.8898 -0.9597
C 5.7318 -0.2147 -2.1929
C 5.5492 -2.4120 -1.0161
C 4.8567 -3.0985 -2.2032
C 3.4005 -2.9929 -1.8684
C 2.9502 -1.5796 -1.7971
C 2.9135 -0.9700 -3.2107
C 1.4833 -1.6664 -1.2084
N 3.7498 -0.8785 -0.7796
O 3.2220 0.4813 -0.7988
H 6.7405 -0.5588 0.5652
H 5.6060 0.7045 0.2506
H 5.0507 -0.6883 1.0812
H 5.2157 0.7229 -2.4783
H 6.7744 0.0697 -1.9742
H 5.7909 -0.8932 -3.0323
H 6.6281 -2.4035 -1.0713
H 5.2677 -2.8992 -0.0723
H 5.1452 -2.6344 -3.1112
H 5.2464 -4.0962 -2.3555
H 3.2214 -3.5440 -0.9374
H 2.7446 -3.4655 -2.6433
H 2.5118 0.0720 -3.2207
H 2.3124 -1.5389 -3.9980
H 3.9260 -0.9489 -3.5999
H 0.9094 -2.3485 -1.7637
H 1.0841 -0.6184 -1.1913
H 1.6394 -2.0342 -0.1913
H 2.8974 0.6254 0.1011
O 2.8412 1.3109 1.8195
H 3.6955 1.1646 2.2298
H 2.6336 2.2776 1.8408
O -1.3568 2.1665 1.9745
H -1.6320 1.2586 1.9321
H -0.4576 1.9320 2.2942
O -1.5047 3.7610 4.3678
H -1.5094 3.2547 3.5356
H -2.4022 3.6750 4.6857
O 1.9871 3.6693 1.2112
H 1.5172 4.1832 1.8504
H 1.5485 3.9035 0.3721
O 0.6191 2.5107 5.6653
H 0.3918 2.4745 6.5793
H -0.1054 3.1057 5.3122
O -1.4187 -0.6630 1.8895
H -0.7615 -0.7077 2.5817
H -1.8318 -1.5038 2.0911
O 0.7605 0.6871 3.6451
H 0.9787 0.7289 4.5634
H 1.5749 0.6105 3.1075
```

## Properties
* relative energy (zero: lowest compared OMol25 entry of this formula, charge and spin): 12.0 kcal per mole
* DFT total energy: -54092.8424 eV
* HOMO energy: -0.31156 Ha
* LUMO level: 0.40 eV
* frontier orbital gap: 8.879 eV
* SMILES: CC1(C)CCCC(C)(C)N1O.CC1(C)CCCC(C)(C)N1O.CC1(C)CCCC(C)(C)N1O.O.O.O.O.O.O.O